DFT (the ωB97M-V functional and the def2-TZVPD basis) results for C7H15NO5 as an isolated structure at a distorted geometry.

As for the total charge: 0. Its relative energy (zero: lowest compared OMol25 entry of this formula, charge and spin) is 10.3604 eV. The HOMO energy comes out at -8.90 eV. For the LUMO energy, the calculation gives -1.753 eV.

Cartesian coordinates (Å):
C  -1.810867  -1.684493  -0.120909
C  -0.953448  -0.537279  0.116041
C  1.486744  -0.265155  0.603636
C  2.639619  -0.610685  -0.556362
C  1.054974  1.202075  0.725526
C  0.191309  1.655638  -0.469111
C  -0.594706  0.383820  -1.086427
H  -3.810232  -2.189851  1.129601
H  -1.546667  -2.375811  -0.932681
H  -2.753290  -1.277533  -0.602334
H  -1.285017  0.254702  0.764748
H  0.218688  -1.982668  0.974497
H  2.114696  -0.481059  1.550493
H  3.762607  -0.461336  -0.064476
H  2.648182  0.233680  -1.554932
H  1.340618  -2.076966  -0.890779
H  1.991426  1.794325  0.903312
H  0.986800  1.879361  2.468204
H  0.775281  2.134080  -1.395157
H  -0.591241  2.541200  0.802379
H  0.251548  0.038700  -1.694618
H  -1.383162  2.045005  -1.803228
N  0.287621  -1.106130  0.449493
O  -2.093112  -2.294199  1.056525
O  2.441270  -2.006290  -0.821782
O  0.167568  1.674837  1.835773
O  -0.798746  2.601854  -0.233446
O  -1.818898  0.874243  -1.596550

Force components x, y, z for each atom (eV/Å):
C -4.034 1.203 -3.017
C 2.367 2.007 -2.391
C 0.686 -0.496 1.369
C 1.113 1.597 0.044
C 0.208 1.748 -0.805
C 0.612 -0.618 -4.534
C -0.181 1.031 1.456
H 4.707 -0.537 0.248
H 0.995 -0.105 0.322
H 0.962 -0.112 0.502
H -1.081 -0.551 1.190
H 0.423 0.881 0.103
H -1.406 -0.086 -1.139
H -3.025 -0.481 -1.228
H -0.366 -2.740 2.585
H 3.680 0.370 0.496
H -0.649 -0.330 -0.850
H -3.488 -0.280 -1.152
H -0.377 -1.388 1.907
H -1.754 1.317 -1.696
H -1.047 -1.008 -1.000
H -3.003 -4.979 0.827
N 3.227 -1.210 1.210
O -5.350 -1.005 1.797
O -3.035 1.706 -0.699
O 4.656 -0.993 2.280
O 1.746 0.572 4.306
O 3.414 4.486 -2.129

Charges in e, computed with Mulliken, in the same order as the atoms: atom 1 (C): -0.89, atom 2 (C): 0.22, atom 3 (C): -0.04, atom 4 (C): -0.54, atom 5 (C): 0.14, atom 6 (C): -0.93, atom 7 (C): 0.34, atom 8 (H): 0.31, atom 9 (H): 0.34, atom 10 (H): 0.37, atom 11 (H): 0.27, atom 12 (H): 0.28, atom 13 (H): 0.38, atom 14 (H): 0.31, atom 15 (H): 0.19, atom 16 (H): 0.43, atom 17 (H): 0.63, atom 18 (H): 0.44, atom 19 (H): 0.25, atom 20 (H): 0.46, atom 21 (H): 0.31, atom 22 (H): 0.42, atom 23 (N): -0.51, atom 24 (O): -0.66, atom 25 (O): -0.56, atom 26 (O): -0.61, atom 27 (O): -0.66, atom 28 (O): -0.69

DFT (the ωB97M-V functional and the def2-TZVPD basis) results for a 2-piece molecular cluster, C3H7BrClP overall at a distorted geometry.

As for the total charge: 0. Its relative energy (zero: lowest compared OMol25 entry of this formula, charge and spin) is 1.1711 eV. The HOMO energy (alpha / beta) comes out at -6.61 / -10.06 eV. For the LUMO energy (alpha / beta), the calculation gives 0.285 / -2.543 eV. Its multiplicity is 3.

Cartesian coordinates (Å):
C  -0.467363  -1.399263  0.400233
C  0.244844  -0.099484  0.138022
C  1.027913  -0.291848  -1.165891
P  2.621898  -0.791439  -1.524344
Cl  2.454884  3.482568  -0.327881
Br  3.372239  -1.001346  0.583522
H  0.149700  -2.159554  0.860432
H  -1.390019  -1.285162  0.863964
H  -0.653892  -1.838965  -0.576884
H  -0.548165  0.699507  -0.128924
H  0.892873  0.164946  1.021711
H  0.247846  -0.239975  -1.896254
H  3.630401  2.700527  -0.169125

Force components x, y, z for each atom (eV/Å):
C 1.037 -1.021 -1.501
C 0.662 1.494 -0.299
C -4.037 1.692 2.325
P 3.467 -0.899 -0.354
Cl 2.574 -1.757 0.342
Br -0.040 -0.126 -0.407
H 0.206 0.093 0.579
H -1.546 0.158 1.185
H -0.489 -0.188 -0.202
H 1.330 -0.962 0.900
H -0.817 0.192 -1.027
H 0.241 -0.356 -1.195
H -2.587 1.679 -0.348

Charges in e, computed with Mulliken, in the same order as the atoms: atom 1 (C): -1.09, atom 2 (C): -0.10, atom 3 (C): -0.58, atom 4 (P): -0.02, atom 5 (Cl): -0.28, atom 6 (Br): -0.18, atom 7 (H): 0.30, atom 8 (H): 0.35, atom 9 (H): 0.36, atom 10 (H): 0.21, atom 11 (H): 0.34, atom 12 (H): 0.43, atom 13 (H): 0.27

DFT (the ωB97M-V functional and the def2-TZVPD basis) results for C11H29N4NaO9S as an isolated structure at a distorted geometry.

As for the total charge: -2. The HOMO energy comes out at 0.15 eV. For the LUMO energy, the calculation gives 3.641 eV.

Cartesian coordinates (Å):
Na  23.840692  -6.991659  -7.744173
C  23.050068  -3.116210  -9.442277
C  22.018026  -4.224357  -9.542720
O  22.246952  -5.435414  -9.224349
O  20.846173  -3.903661  -9.853648
H  24.023012  -3.610272  -9.311856
H  22.915223  -2.518143  -8.541295
H  23.227067  -2.598108  -10.386304
S  20.817567  -7.168096  -6.778727
O  20.226567  -5.877911  -7.182370
O  20.868154  -7.740388  -8.163221
O  22.203643  -7.050820  -6.289606
O  19.981800  -7.941922  -5.873854
C  23.441426  -11.829222  -7.919038
C  23.605383  -10.354307  -7.470983
C  25.064475  -10.050409  -7.158861
O  25.106527  -8.752953  -6.527025
C  25.053174  -8.685334  -5.101527
N  23.100933  -9.505655  -8.546231
H  24.069129  -12.098163  -8.772520
H  22.431545  -12.153315  -8.178529
H  23.665204  -12.548017  -7.121503
H  22.960686  -10.200323  -6.604119
H  25.695193  -9.954918  -8.042693
H  25.573227  -10.705336  -6.445016
H  25.931484  -9.101394  -4.597591
H  24.137236  -9.241432  -4.887490
H  24.965015  -7.627966  -4.859520
H  22.789886  -9.986157  -9.381032
H  22.244366  -8.985058  -8.300316
C  27.859403  -7.632700  -8.863356
C  27.087009  -6.447739  -9.465747
C  27.497167  -5.958064  -10.838213
O  26.646382  -4.884156  -11.180494
C  26.706845  -4.411182  -12.507043
N  25.699318  -6.989781  -9.518655
H  28.937548  -7.439263  -8.858163
H  27.709385  -8.552498  -9.431387
H  27.574507  -7.782816  -7.823495
H  26.970933  -5.630691  -8.748972
H  27.245480  -6.802260  -11.499350
H  28.528351  -5.681526  -11.082912
H  26.740758  -5.241855  -13.216651
H  27.493427  -3.698840  -12.779385
H  25.795394  -3.829143  -12.644348
H  25.850365  -7.868495  -10.005518
H  25.248266  -6.336592  -10.159185
C  24.543756  -4.353508  -5.940268
O  25.370268  -5.257775  -5.654298
N  24.941968  -3.088943  -6.175939
N  23.225549  -4.543398  -5.968788
H  24.256868  -2.360670  -6.113467
H  25.936919  -2.984970  -6.259470
H  22.828389  -5.492062  -5.911298
H  22.591671  -3.825536  -6.275794

Force components x, y, z for each atom (eV/Å):
Na -0.560 0.111 -0.563
C 1.935 -1.215 -0.014
C -2.953 -2.370 0.538
O 2.562 1.266 -0.349
O 0.455 1.587 -0.716
H 0.058 -0.036 0.328
H -0.316 0.447 -0.369
H -0.761 0.608 0.173
S -3.173 1.578 -5.117
O 0.079 1.329 2.975
O 1.278 -3.137 0.406
O 1.947 0.015 1.657
O 0.065 -0.656 1.159
C 0.113 -0.784 0.730
C -0.953 -1.631 -1.638
C -0.131 1.445 1.557
O 1.158 0.646 -0.693
C -0.951 -0.458 -1.155
N 0.364 0.696 -0.064
H 0.167 0.241 -0.045
H -0.232 0.767 -0.163
H 0.486 0.142 0.144
H 0.300 0.130 0.275
H -0.257 -0.149 -0.274
H -0.297 -0.669 -0.143
H 0.114 -0.241 -0.184
H 0.052 0.202 1.012
H -0.168 -0.065 0.051
H 0.424 -0.450 0.104
H -0.362 0.703 0.403
C 1.237 1.034 -0.121
C -0.912 -0.867 1.468
C -0.326 -0.390 -1.033
O 0.197 0.636 0.121
C -0.679 -0.024 0.010
N 0.870 0.833 -0.815
H 0.077 -0.030 -0.029
H -0.164 0.015 -0.044
H -0.331 -0.060 -0.116
H 0.720 0.177 -0.072
H 0.208 -0.098 -0.270
H 0.293 -0.044 0.718
H -0.101 -0.053 -0.099
H 0.604 -0.233 0.584
H -0.185 -0.276 -0.120
H -0.882 -0.140 -0.131
H -0.862 -0.382 0.117
C -0.198 -1.878 0.928
O -0.460 0.730 -0.747
N 0.698 0.572 -0.144
N -0.158 -0.009 0.329
H 0.424 0.324 -0.279
H -0.187 0.572 0.125
H -0.309 -0.297 -0.096
H -0.018 -0.162 -0.307

Charges in e, computed with Mulliken, in the same order as the atoms: atom 1 (Na): 0.46, atom 2 (C): -0.69, atom 3 (C): 0.48, atom 4 (O): -0.45, atom 5 (O): -0.77, atom 6 (H): 0.04, atom 7 (H): 0.09, atom 8 (H): 0.36, atom 9 (S): 1.21, atom 10 (O): -0.72, atom 11 (O): -0.88, atom 12 (O): -0.85, atom 13 (O): -0.76, atom 14 (C): -1.83, atom 15 (C): 1.13, atom 16 (C): -0.94, atom 17 (O): 0.23, atom 18 (C): -0.73, atom 19 (N): -0.29, atom 20 (H): 0.34, atom 21 (H): 0.46, atom 22 (H): 0.41, atom 23 (H): 0.19, atom 24 (H): 0.07, atom 25 (H): 0.35, atom 26 (H): 0.22, atom 27 (H): 0.35, atom 28 (H): 0.08, atom 29 (H): 0.23, atom 30 (H): 0.03, atom 31 (C): -1.35, atom 32 (C): 0.39, atom 33 (C): -0.73, atom 34 (O): -0.20, atom 35 (C): -0.78, atom 36 (N): -0.26, atom 37 (H): 0.41, atom 38 (H): 0.36, atom 39 (H): 0.18, atom 40 (H): 0.25, atom 41 (H): 0.27, atom 42 (H): 0.40, atom 43 (H): 0.32, atom 44 (H): 0.29, atom 45 (H): 0.23, atom 46 (H): 0.15, atom 47 (H): 0.19, atom 48 (C): 0.61, atom 49 (O): -0.69, atom 50 (N): -0.43, atom 51 (N): -0.20, atom 52 (H): 0.19, atom 53 (H): 0.22, atom 54 (H): 0.16, atom 55 (H): 0.22

DFT (the ωB97M-V functional and the def2-TZVPD basis) results for C12H26CoF6NO6P3S4 as an isolated structure.

As for the total charge: -1. The HOMO energy (alpha / beta) comes out at -4.91 / -4.74 eV. For the LUMO energy (alpha / beta), the calculation gives 2.486 / 2.547 eV. Its multiplicity is 3.

Cartesian coordinates (Å):
Co  0.733147  -0.145055  -1.016559
C  4.268244  -0.246126  -2.221178
P  2.951480  0.403937  -1.115589
C  3.639653  1.986710  -0.551023
C  3.447238  -0.635725  0.373236
C  3.058413  -2.098330  0.162140
P  1.237794  -2.168366  -0.047502
C  0.701192  -2.335060  1.685908
C  0.953672  -3.837567  -0.715628
H  5.192709  -0.434811  -1.669121
H  4.438449  0.483608  -3.008438
H  3.930382  -1.169697  -2.692027
H  4.642428  1.816091  -0.155178
H  3.002820  2.409620  0.227447
H  3.670180  2.676026  -1.391555
H  2.930280  -0.209806  1.236552
H  4.525184  -0.514597  0.510961
H  3.362076  -2.736150  0.996519
H  3.527769  -2.491016  -0.745148
H  1.130808  -3.235574  2.129968
H  -0.386024  -2.378832  1.723512
H  1.022354  -1.450406  2.236654
H  1.450363  -4.586583  -0.096716
H  1.333066  -3.893814  -1.736408
H  -0.120874  -4.029276  -0.733511
C  -3.794835  2.585616  -0.380533
C  -2.531840  2.302983  0.401524
O  -1.439762  2.946311  -0.259770
P  0.074141  2.969196  0.346450
S  1.588496  0.967743  -2.699189
S  0.370441  1.010400  1.039078
O  -0.237039  3.785824  1.773922
C  0.073949  3.389984  3.095950
C  1.390660  4.001321  3.536250
H  -4.662288  2.180307  0.145548
H  -3.742313  2.130638  -1.370069
H  -3.929077  3.662330  -0.502328
H  -2.332364  1.230959  0.446305
H  -2.604544  2.677201  1.426195
H  0.119545  2.302545  3.164962
H  -0.741583  3.736968  3.737012
H  2.217055  3.588887  2.952029
H  1.576058  3.786102  4.592560
H  1.376545  5.082962  3.394764
F  -3.531452  -2.195676  -3.968821
C  -2.365012  -1.758849  -3.503788
F  -1.673978  -2.803561  -3.037169
F  -1.679940  -1.201638  -4.496884
S  -2.615022  -0.511636  -2.179730
O  -1.295605  -0.389938  -1.604934
O  -3.172627  0.614187  -2.857952
N  -3.677761  -1.122947  -1.205203
S  -3.501854  -2.476510  -0.401604
O  -2.138531  -2.841370  -0.107396
O  -4.383258  -3.504375  -0.874655
C  -4.212893  -1.923090  1.194744
F  -3.403481  -1.057427  1.796593
F  -5.405041  -1.354873  1.032954
F  -4.357622  -2.989760  1.985843

Force components x, y, z for each atom (eV/Å):
Co -0.662 0.335 0.035
C 0.001 -0.030 0.029
P 0.660 0.115 -0.334
C -0.147 0.052 0.045
C -0.206 -0.149 0.090
C 0.084 0.090 0.021
P 0.109 -0.113 0.135
C -0.071 0.032 -0.067
C -0.117 0.020 -0.059
H -0.024 -0.006 -0.021
H 0.024 0.006 -0.022
H -0.013 0.022 0.001
H 0.004 0.023 0.016
H -0.005 -0.061 -0.046
H 0.017 0.009 0.005
H 0.040 -0.018 0.009
H 0.009 -0.004 0.001
H 0.051 0.010 0.009
H -0.007 -0.020 0.023
H -0.016 -0.003 0.015
H -0.026 -0.022 -0.016
H -0.007 -0.029 0.009
H 0.009 -0.037 -0.007
H 0.010 -0.005 0.002
H 0.061 0.026 0.009
C -0.001 0.108 -0.068
C -0.036 -0.040 -0.075
O 0.072 0.046 -0.031
P -0.204 -0.065 0.079
S 0.146 -0.074 0.051
S 0.294 -0.047 0.048
O -0.014 -0.036 -0.058
C 0.040 0.033 -0.056
C 0.056 -0.045 0.069
H 0.014 -0.025 -0.005
H -0.043 0.117 0.157
H -0.030 0.007 0.055
H -0.002 -0.022 0.047
H 0.014 0.026 0.033
H -0.032 -0.017 0.022
H -0.018 0.034 -0.014
H -0.044 0.006 0.002
H 0.016 0.015 -0.025
H -0.007 -0.002 0.014
F -0.055 -0.048 -0.126
C 0.039 -0.004 0.144
F -0.007 -0.069 -0.105
F 0.083 -0.055 -0.158
S -0.027 0.059 0.356
O -0.234 -0.046 -0.098
O 0.062 -0.098 -0.043
N 0.062 -0.238 -0.216
S 0.230 0.092 -0.343
O -0.125 0.022 0.125
O 0.015 0.132 0.109
C 0.004 -0.017 -0.008
F 0.043 0.089 0.057
F -0.076 0.006 0.018
F -0.014 -0.089 0.159

Charges in e, computed with Mulliken, in the same order as the atoms: atom 1 (Co): 0.11, atom 2 (C): -1.47, atom 3 (P): 1.27, atom 4 (C): -1.00, atom 5 (C): -1.22, atom 6 (C): -1.16, atom 7 (P): 1.34, atom 8 (C): -1.28, atom 9 (C): -1.34, atom 10 (H): 0.36, atom 11 (H): 0.45, atom 12 (H): 0.35, atom 13 (H): 0.44, atom 14 (H): 0.05, atom 15 (H): 0.35, atom 16 (H): 0.41, atom 17 (H): 0.63, atom 18 (H): 0.55, atom 19 (H): 0.34, atom 20 (H): 0.45, atom 21 (H): 0.18, atom 22 (H): 0.39, atom 23 (H): 0.44, atom 24 (H): 0.37, atom 25 (H): 0.31, atom 26 (C): -1.22, atom 27 (C): 0.48, atom 28 (O): -0.16, atom 29 (P): -0.26, atom 30 (S): -0.59, atom 31 (S): -0.41, atom 32 (O): -0.29, atom 33 (C): -0.10, atom 34 (C): -1.09, atom 35 (H): 0.32, atom 36 (H): 0.21, atom 37 (H): 0.42, atom 38 (H): -0.09, atom 39 (H): 0.28, atom 40 (H): 0.23, atom 41 (H): 0.33, atom 42 (H): 0.16, atom 43 (H): 0.41, atom 44 (H): 0.29, atom 45 (F): -0.22, atom 46 (C): 0.43, atom 47 (F): -0.15, atom 48 (F): -0.20, atom 49 (S): 1.20, atom 50 (O): -0.75, atom 51 (O): -0.75, atom 52 (N): -0.49, atom 53 (S): 0.96, atom 54 (O): -0.55, atom 55 (O): -0.66, atom 56 (C): 0.60, atom 57 (F): -0.19, atom 58 (F): -0.24, atom 59 (F): -0.23

DFT (the ωB97M-V functional and the def2-TZVPD basis) results for CH3PS as an isolated structure at a distorted geometry.

As for the total charge: 0. Its relative energy (zero: lowest compared OMol25 entry of this formula, charge and spin) is 1.2531 eV. The HOMO energy comes out at -8.70 eV. For the LUMO energy, the calculation gives 0.311 eV.

Cartesian coordinates (Å):
C  0.314544  -0.252625  -0.481297
P  0.297567  1.161688  0.586702
S  -1.335906  0.361627  -0.496025
H  0.800423  -0.135806  -1.398488
H  0.209952  -1.274021  -0.212577
H  -0.286581  0.139136  2.001684

Force components x, y, z for each atom (eV/Å):
C -0.349 -1.312 -0.307
P -1.824 -1.841 3.513
S -1.178 1.483 -0.455
H 0.917 0.259 -1.309
H 0.882 -0.706 0.800
H 1.552 2.117 -2.242

Charges in e, computed with Mulliken, in the same order as the atoms: atom 1 (C): -0.44, atom 2 (P): -0.07, atom 3 (S): -0.16, atom 4 (H): 0.34, atom 5 (H): 0.30, atom 6 (H): 0.03

Which of these has the lowest total charge? C11H29N4NaO9S